(1)
{"formula": "C3H6FN3", "method": "ωB97M-V/def2-TZVPD", "e_tot_ev": -10393.1054, "e_lumo_ha": 0.0327, "smiles": "NC1=NCCN1F", "orbital_gap_ev": 9.63, "max_force_ev_per_a": 4.22, "homo_energy_ev": -8.74, "de_lowest_kcal_mol": 57.83, "total_charge": 0, "species": ["C", "C", "C", "N", "N", "N", "F", "H", "H", "H", "H", "H", "H"], "coordinates": [[-0.850, 0.259, 0.012], [1.172, 0.591, -0.830], [1.260, -0.638, 0.223], [-0.159, 1.022, -0.786], [-0.055, -0.499, 0.842], [-2.204, 0.279, 0.134], [-0.473, -1.778, 1.297], [1.742, 1.470, -0.450], [1.438, 0.106, -1.786], [1.445, -1.625, -0.147], [2.103, -0.483, 0.884], [-2.623, 0.939, -0.505], [-2.795, 0.357, 1.111]], "mulliken_charge": [0.35, -0.22, -0.55, -0.60, 0.05, -0.47, -0.24, 0.31, 0.24, 0.29, 0.25, 0.29, 0.29]}



(2)
{"formula": "C5H3FN2", "method": "ωB97M-V/def2-TZVPD", "e_tot_ev": -10926.4316, "e_lumo_ha": -0.0329, "smiles": "N#CC(C#N)=CCF", "orbital_gap_ev": 9.33, "max_force_ev_per_a": 11.88, "homo_energy_ev": -10.23, "de_lowest_kcal_mol": 72.92, "total_charge": 0, "species": ["C", "C", "C", "C", "C", "H", "H", "H", "N", "N", "F"], "coordinates": [[-1.520, -0.318, -1.174], [-0.794, 0.617, -0.380], [0.163, 0.279, 0.495], [0.726, 1.486, 0.797], [0.733, -1.081, 0.637], [-1.477, 0.106, -2.160], [-2.586, -0.328, -0.620], [-1.211, 1.648, -0.553], [0.753, 2.709, 1.034], [1.805, -1.796, 0.749], [-0.942, -1.524, -1.266]], "mulliken_charge": [-0.34, -0.19, 0.41, 0.31, 0.10, 0.32, 0.26, 0.36, -0.52, -0.42, -0.27]}



(3)
{"formula": "C7H15NO2", "method": "ωB97M-V/def2-TZVPD", "e_tot_ev": -13087.1733, "e_lumo_ha": 0.0189, "smiles": "[H]/N=C(\\O)C(C)(C)C(C)(C)O", "orbital_gap_ev": 9.51, "max_force_ev_per_a": 2.47, "homo_energy_ev": -9.00, "de_lowest_kcal_mol": 25.55, "total_charge": 0, "species": ["C", "C", "C", "O", "H", "H", "H", "H", "H", "H", "C", "C", "C", "C", "N", "O", "H", "H", "H", "H", "H", "H", "H", "H", "H"], "coordinates": [[-1.777, 0.441, -1.222], [-0.970, 1.521, 0.906], [-1.073, 0.210, 0.112], [-1.699, -0.759, 0.832], [-1.809, -0.473, -1.811], [-1.307, 1.239, -1.796], [-2.807, 0.722, -1.002], [-0.474, 2.309, 0.345], [-0.445, 1.368, 1.847], [-1.980, 1.853, 1.139], [1.350, 0.621, -1.075], [0.431, -1.709, -0.909], [1.107, -0.547, 1.148], [0.549, -0.348, -0.212], [0.474, -1.323, 1.955], [2.138, 0.192, 1.600], [2.481, 0.768, 0.904], [-0.911, -1.185, 1.535], [0.850, -1.342, 2.898], [2.372, 0.260, -1.231], [0.887, 0.701, -2.058], [1.396, -2.215, -0.926], [-0.280, -2.346, -0.389], [0.100, -1.585, -1.938], [1.398, 1.627, -0.653]], "mulliken_charge": [-1.80, -1.59, 1.60, -0.72, 0.36, 0.32, 0.49, 0.31, 0.33, 0.45, -2.32, -1.82, -0.12, 1.86, -0.48, -0.55, 0.39, 0.41, 0.24, 0.51, 0.39, 0.48, 0.31, 0.41, 0.54]}



(4)
{"formula": "C22H27N2O", "method": "ωB97M-V/def2-TZVPD", "e_tot_ev": -28272.7453, "e_lumo_ha": -0.1830, "orbital_gap_ev": 5.68, "max_force_ev_per_a": 2.37, "homo_energy_ev": -10.66, "de_lowest_kcal_mol": 7.26, "total_charge": 1, "species": ["C", "N", "C", "C", "O", "C", "C", "H", "H", "H", "H", "H", "H", "H", "H", "H", "H", "H", "C", "N", "C", "C", "C", "C", "C", "C", "C", "C", "C", "C", "C", "C", "C", "C", "C", "C", "H", "H", "H", "H", "H", "H", "H", "H", "H", "H", "H", "H", "H", "H", "H", "H"], "coordinates": [[3.770, 0.304, 0.766], [3.033, -0.410, 1.779], [1.960, 0.392, 2.340], [1.276, -0.416, 3.426], [0.846, -1.664, 2.886], [1.952, -2.456, 2.454], [2.669, -1.742, 1.328], [4.621, -0.311, 0.447], [3.150, 0.525, -0.124], [4.140, 1.251, 1.175], [2.401, 1.305, 2.761], [1.215, 0.659, 1.559], [1.985, -0.552, 4.269], [0.347, 0.079, 3.741], [2.675, -2.641, 3.275], [1.495, -3.385, 2.083], [1.995, -1.687, 0.449], [3.590, -2.274, 1.060], [-3.458, -1.061, -2.876], [-2.559, 0.075, -2.783], [-1.879, 0.413, -1.656], [-1.122, 1.592, -1.890], [-0.375, 2.287, -0.939], [0.470, 3.415, -1.212], [1.347, 3.468, -2.332], [2.038, 4.632, -2.642], [1.910, 5.772, -1.842], [2.629, 7.027, -2.220], [1.106, 5.716, -0.693], [0.427, 4.554, -0.365], [-1.397, 1.965, -3.286], [-1.071, 3.053, -4.081], [-1.520, 3.102, -5.410], [-2.359, 2.103, -5.923], [-2.776, 1.035, -5.106], [-2.276, 0.987, -3.809], [-3.874, -1.093, -3.884], [-2.930, -2.000, -2.665], [-4.276, -0.981, -2.145], [-1.962, -0.174, -0.744], [-0.536, 2.006, 0.107], [1.440, 2.593, -2.979], [2.667, 4.680, -3.535], [2.453, 7.811, -1.481], [3.710, 6.865, -2.297], [2.303, 7.402, -3.198], [1.022, 6.604, -0.063], [-0.196, 4.499, 0.531], [-0.472, 3.857, -3.667], [-1.208, 3.935, -6.043], [-2.694, 2.166, -6.960], [-3.457, 0.259, -5.448]], "mulliken_charge": [-0.95, -0.11, -0.02, -0.72, -0.40, -0.59, -0.44, 0.32, 0.28, 0.31, 0.51, -0.15, 0.34, 0.37, 0.33, 0.33, 0.23, 0.41, -0.86, 0.16, -1.03, 0.62, -0.38, 0.72, -1.14, -0.21, 1.04, -1.42, -0.74, -0.77, 0.88, 0.04, -0.90, -0.68, -0.91, 0.25, 0.27, 0.34, 0.34, 0.55, 0.45, 0.57, 0.43, 0.37, 0.34, 0.33, 0.33, 0.44, 0.43, 0.42, 0.39, 0.27]}



(5)
{"formula": "C41H38N3O15PS2", "method": "ωB97M-V/def2-TZVPD", "e_tot_ev": -109263.2996, "e_lumo_ha": -0.0695, "orbital_gap_ev": 7.09, "max_force_ev_per_a": 5.61, "homo_energy_ev": -8.98, "de_lowest_kcal_mol": 121.12, "total_charge": 0, "species": ["N", "C", "N", "N", "C", "C", "C", "C", "O", "S", "O", "O", "P", "S", "H", "H", "H", "H", "H", "H", "H", "H", "H", "H", "H", "H", "H", "H", "C", "C", "C", "O", "C", "C", "C", "O", "H", "H", "H", "H", "C", "C", "C", "O", "C", "C", "C", "O", "H", "H", "H", "H", "C", "C", "C", "O", "C", "C", "C", "O", "H", "H", "H", "H", "C", "C", "C", "O", "C", "C", "C", "O", "H", "H", "H", "H", "C", "C", "C", "O", "C", "C", "C", "O", "H", "H", "H", "H", "C", "C", "C", "O", "C", "C", "C", "O", "H", "H", "H", "H"], "coordinates": [[-0.513, 1.618, 0.769], [0.715, 1.972, 0.247], [0.882, 2.016, -1.268], [1.899, 2.261, 1.194], [2.430, 0.887, 1.554], [3.577, 0.874, 2.726], [4.370, -0.596, 2.698], [3.351, -1.869, 2.439], [3.226, -2.181, 0.991], [1.948, -3.267, 0.688], [2.568, -4.390, -0.232], [1.413, -4.067, 2.097], [-0.239, -3.658, 2.491], [-0.544, -1.731, 2.560], [-1.218, 1.442, 0.016], [1.554, 1.221, -1.469], [0.002, 1.740, -1.767], [1.561, 2.768, 2.053], [2.898, 0.440, 0.566], [1.512, 0.235, 1.932], [4.344, 1.783, 2.643], [3.029, 1.019, 3.777], [5.240, -0.570, 1.894], [4.902, -0.687, 3.760], [2.326, -1.757, 2.994], [3.879, -2.822, 2.919], [-1.209, -4.242, 1.581], [-0.500, -4.174, 3.839], [4.500, -6.201, -2.321], [3.624, -5.961, -3.301], [3.766, -6.591, -4.628], [2.966, -6.370, -5.526], [4.913, -7.499, -4.830], [5.789, -7.740, -3.850], [5.647, -7.109, -2.523], [6.448, -7.331, -1.625], [4.411, -5.746, -1.342], [2.777, -5.298, -3.169], [5.002, -7.954, -5.809], [6.636, -8.403, -3.982], [0.120, 6.471, 3.526], [-0.754, 7.237, 2.865], [-2.003, 6.674, 2.316], [-2.803, 7.373, 1.709], [-2.250, 5.233, 2.527], [-1.376, 4.468, 3.188], [-0.127, 5.031, 3.737], [0.673, 4.332, 4.344], [1.041, 6.868, 3.934], [-0.588, 8.295, 2.702], [-3.172, 4.836, 2.119], [-1.542, 3.410, 3.351], [-2.557, -4.456, -1.823], [-3.111, -5.442, -2.535], [-2.286, -6.505, -3.142], [-2.792, -7.407, -3.795], [-0.827, -6.438, -2.929], [-0.273, -5.452, -2.217], [-1.097, -4.388, -1.610], [-0.591, -3.487, -0.957], [-3.147, -3.668, -1.371], [-4.180, -5.505, -2.699], [-0.236, -7.226, -3.381], [0.796, -5.388, -2.053], [-2.487, 2.523, -2.430], [-3.361, 3.288, -3.091], [-4.611, 2.725, -3.639], [-5.410, 3.425, -4.246], [-4.857, 1.285, -3.428], [-3.983, 0.520, -2.767], [-2.734, 1.083, -2.218], [-1.934, 0.384, -1.612], [-1.566, 2.920, -2.021], [-3.195, 4.347, -3.253], [-5.779, 0.888, -3.836], [-4.150, -0.538, -2.605], [-4.035, 7.266, -4.705], [-4.285, 8.510, -5.125], [-3.189, 9.434, -5.477], [-3.416, 10.574, -5.859], [-1.807, 8.931, -5.348], [-1.557, 7.687, -4.928], [-2.653, 6.762, -4.576], [-2.425, 5.623, -4.194], [-4.827, 6.576, -4.442], [-5.293, 8.894, -5.225], [-1.015, 9.621, -5.611], [-0.549, 7.302, -4.828], [0.360, -3.529, 7.843], [1.038, -3.274, 6.720], [0.920, -1.972, 6.033], [1.539, -1.738, 5.004], [0.026, -0.964, 6.636], [-0.652, -1.219, 7.759], [-0.535, -2.521, 8.446], [-1.154, -2.755, 9.475], [0.434, -4.478, 8.359], [1.699, -4.002, 6.266], [-0.048, -0.015, 6.120], [-1.313, -0.491, 8.213]], "mulliken_charge": [-0.50, 0.27, -0.55, -0.34, -0.17, -0.49, -0.73, 0.00, -0.35, 0.85, -0.59, -0.33, 0.41, -0.25, 0.22, 0.30, 0.26, 0.26, 0.13, 0.11, 0.29, 0.23, 0.31, 0.31, -0.02, 0.34, 0.01, 0.07, -0.20, -0.31, 0.19, -0.56, -0.40, -0.41, 0.33, -0.55, 0.59, 0.49, 0.42, 0.41, -0.40, -0.35, 0.38, -0.58, -0.35, -0.18, 0.41, -0.58, 0.41, 0.41, 0.43, 0.40, -0.36, -0.35, 0.24, -0.56, -0.27, -0.17, 0.10, -0.36, 0.47, 0.41, 0.47, 0.34, -0.27, -0.44, 0.34, -0.57, -0.36, -0.61, 0.82, -0.56, 0.33, 0.55, 0.42, 0.42, -0.29, -0.37, 0.32, -0.55, -0.35, -0.42, 0.43, -0.53, 0.46, 0.42, 0.40, 0.43, -0.40, -0.25, -0.01, -0.25, -0.33, -0.42, 0.35, -0.56, 0.41, 0.47, 0.53, 0.41]}



(6)
{"formula": "C33H45ClIN8O2P2Sm", "method": "ωB97M-V/def2-TZVPD", "e_tot_ev": -108063.5845, "e_lumo_ha": [-0.1954, -0.1918], "orbital_gap_ev": [7.36, 7.46], "max_force_ev_per_a": 2.50, "s_squared": 8.76, "homo_energy_ev": [-12.67, -12.68], "de_lowest_kcal_mol": 13.18, "total_charge": 2, "spin_multiplicity": 6, "species": ["Sm", "Cl", "C", "C", "C", "I", "C", "O", "C", "N", "C", "C", "C", "C", "H", "H", "H", "H", "C", "C", "C", "C", "N", "C", "N", "N", "N", "H", "H", "H", "H", "H", "H", "H", "H", "H", "H", "C", "N", "C", "P", "O", "N", "C", "C", "N", "C", "C", "H", "H", "H", "H", "H", "H", "H", "H", "H", "H", "H", "H", "H", "H", "H", "H", "H", "H", "C", "P", "C", "C", "C", "C", "C", "C", "C", "C", "C", "C", "C", "C", "H", "H", "H", "H", "H", "H", "H", "H", "H", "H", "H", "H", "H"], "coordinates": [[0.272, 0.069, -0.863], [4.098, 5.966, -1.252], [3.445, 4.384, -1.456], [4.290, 3.323, -1.703], [3.765, 2.046, -1.853], [4.945, 0.338, -2.147], [2.403, 1.777, -1.771], [1.929, 0.576, -1.957], [1.543, 2.860, -1.403], [0.247, 2.540, -1.099], [-0.573, 3.530, -0.784], [-0.185, 4.874, -0.756], [1.128, 5.201, -0.988], [2.054, 4.184, -1.291], [5.355, 3.490, -1.767], [-1.597, 3.253, -0.541], [-0.907, 5.638, -0.520], [1.468, 6.224, -0.930], [-4.986, 3.546, -1.741], [-5.694, 2.477, -2.571], [-5.487, 2.685, -4.069], [-5.300, 1.065, -2.099], [-3.887, 0.810, -2.031], [-2.932, 0.665, -2.967], [-1.802, 0.366, -2.352], [-2.100, 0.338, -1.043], [-3.329, 0.604, -0.858], [-5.368, 4.528, -2.005], [-3.912, 3.549, -1.927], [-5.159, 3.389, -0.678], [-6.767, 2.536, -2.369], [-4.452, 2.919, -4.308], [-6.098, 3.519, -4.406], [-5.793, 1.806, -4.632], [-5.758, 0.312, -2.744], [-5.658, 0.927, -1.076], [-3.070, 0.766, -4.025], [2.621, -4.587, -2.665], [1.701, -3.507, -2.334], [1.768, -2.427, -3.309], [1.354, -3.149, -0.745], [0.334, -2.034, -0.685], [2.676, -2.704, 0.176], [3.746, -3.651, 0.437], [2.943, -1.358, 0.635], [0.867, -4.588, -0.059], [-0.035, -5.466, -0.786], [0.532, -4.500, 1.355], [2.323, -5.020, -3.622], [2.586, -5.363, -1.905], [3.648, -4.225, -2.763], [1.370, -2.798, -4.257], [2.804, -2.102, -3.467], [1.162, -1.563, -2.986], [3.415, -4.643, 0.146], [3.981, -3.657, 1.504], [4.646, -3.382, -0.122], [2.381, -0.626, 0.022], [4.008, -1.135, 0.522], [2.675, -1.236, 1.694], [0.181, -5.418, -1.849], [-1.084, -5.201, -0.625], [0.123, -6.484, -0.426], [1.246, -3.851, 1.857], [0.585, -5.500, 1.787], [-0.478, -4.103, 1.519], [-1.811, 1.622, 2.160], [-0.385, 0.487, 1.871], [0.918, 1.342, 2.820], [0.826, 1.540, 4.196], [1.819, 2.243, 4.856], [2.895, 2.760, 4.150], [2.986, 2.573, 2.779], [2.003, 1.860, 2.115], [-0.875, -0.928, 2.911], [-2.185, -1.402, 2.856], [-2.560, -2.490, 3.623], [-1.633, -3.125, 4.436], [-0.327, -2.665, 4.482], [0.058, -1.582, 3.711], [-2.049, 1.671, 3.225], [-2.682, 1.265, 1.610], [-1.542, 2.619, 1.811], [-0.012, 1.135, 4.744], [1.750, 2.390, 5.923], [3.665, 3.307, 4.671], [3.821, 2.983, 2.232], [2.065, 1.704, 1.032], [-2.917, -0.918, 2.225], [-3.576, -2.852, 3.583], [-1.934, -3.969, 5.037], [0.395, -3.149, 5.120], [1.076, -1.220, 3.757]], "mulliken_charge": [0.57, -0.23, 0.77, -0.65, -0.34, 0.08, 0.24, -0.31, 0.13, 0.16, -0.13, -1.45, -0.83, 0.20, 0.50, 0.67, 0.49, 0.49, -1.34, 0.74, -1.50, -1.09, 0.37, -0.40, -0.74, 0.93, -0.76, 0.47, 0.17, 0.39, 0.35, 0.31, 0.42, 0.39, 0.42, 0.41, 0.50, -1.13, 0.11, -0.53, 0.31, -0.45, 0.84, -1.14, -0.29, 0.16, -1.05, -1.08, 0.38, 0.41, 0.32, 0.39, 0.22, -0.07, 0.38, 0.42, 0.29, -0.22, 0.42, 0.12, 0.40, 0.29, 0.33, 0.27, 0.45, 0.33, -1.68, 1.92, -0.09, -0.28, -0.83, -0.67, -0.95, 0.33, 0.63, -0.71, -0.65, -0.66, -0.75, -0.61, 0.48, 0.49, 0.40, 0.46, 0.46, 0.43, 0.52, 0.38, 0.32, 0.46, 0.43, 0.46, 0.44]}



(7)
{"formula": "C16H31NP2SeSn", "method": "ωB97M-V/def2-TZVPD", "e_tot_ev": -108320.9515, "e_lumo_ha": [-0.2416, -0.2461], "orbital_gap_ev": [5.09, 4.97], "max_force_ev_per_a": 2.65, "homo_energy_ev": [-11.67, -11.67], "de_lowest_kcal_mol": 7.64, "total_charge": 2, "species": ["P", "P", "C", "C", "H", "H", "H", "H", "C", "H", "H", "H", "C", "H", "H", "H", "C", "H", "H", "H", "C", "H", "H", "H", "Sn", "C", "C", "C", "C", "C", "C", "C", "C", "C", "H", "H", "H", "H", "H", "H", "H", "H", "H", "H", "H", "H", "H", "H", "H", "Se", "C", "N"], "coordinates": [[2.814, 5.144, -0.360], [1.613, 3.871, -3.929], [3.293, 5.230, -2.104], [2.103, 5.389, -3.066], [3.901, 4.334, -2.333], [3.977, 6.087, -2.221], [1.210, 5.808, -2.580], [2.384, 6.103, -3.853], [2.859, 3.722, -5.245], [2.703, 2.804, -5.827], [3.872, 3.714, -4.831], [2.765, 4.585, -5.913], [0.029, 4.005, -4.747], [0.177, 4.469, -5.734], [-0.658, 4.633, -4.166], [-0.422, 3.011, -4.893], [4.356, 5.285, 0.544], [4.244, 4.810, 1.524], [4.562, 6.360, 0.668], [5.176, 4.818, -0.011], [1.958, 6.686, 0.019], [1.248, 6.975, -0.763], [2.734, 7.465, 0.105], [1.435, 6.594, 0.978], [-1.881, 0.979, -0.072], [1.983, 2.389, -2.916], [3.394, 2.291, -2.532], [3.942, 1.557, -1.394], [3.096, 1.406, -0.066], [2.811, 2.637, 0.616], [1.935, 3.713, 0.173], [0.738, 3.411, -0.805], [0.839, 2.281, -1.835], [-0.468, 0.550, 1.590], [1.783, 1.604, -3.690], [4.086, 2.318, -3.380], [4.898, 2.040, -1.114], [4.203, 0.536, -1.725], [2.199, 0.781, -0.233], [3.748, 0.834, 0.621], [3.305, 2.805, 1.576], [1.481, 4.111, 1.111], [0.465, 4.349, -1.324], [-0.140, 3.229, -0.162], [0.858, 1.293, -1.358], [-0.134, 2.291, -2.359], [-1.050, 0.739, 2.500], [0.381, 1.236, 1.523], [-0.139, -0.494, 1.557], [-2.605, -4.074, 0.256], [-2.265, -2.363, 0.106], [-2.049, -1.193, -0.021]], "mulliken_charge": [0.49, 0.70, -0.94, -1.22, 0.52, 0.61, 0.59, 0.70, -1.53, 0.45, 0.45, 0.50, -1.28, 0.45, 0.44, 0.44, -1.41, 0.44, 0.50, 0.42, -1.30, 0.37, 0.47, 0.46, 0.85, 1.13, -1.71, -0.86, -0.53, -1.56, 0.72, -0.61, -1.63, -1.25, 0.79, 0.42, 0.32, 0.50, 0.14, 0.51, 0.47, 0.81, 0.49, 0.17, 0.41, 0.53, 0.51, 0.18, 0.37, -0.10, 0.24, -0.64]}



Which formula does entry 6 have? C33H45ClIN8O2P2Sm